# 1
Formula: C39H56BrN3O29
Source: OMol25
Level of theory: ωB97M-V/def2-TZVPD

* energy above the lowest of the compared OMol25 structures with the same formula, charge and spin: 0.0 kJ/mol
* frontier orbital gap: 0.363 hartree
* 2S+1: 1

Atoms and positions in Å:
C  1.370  0.494  4.172
C  1.337  -0.401  2.928
C  0.381  0.114  1.862
N  -0.995  0.010  2.346
C  -2.034  0.621  1.565
C  -1.799  0.478  0.098
N  -1.660  0.290  -1.021
C  -3.377  -0.102  1.809
O  -3.820  0.084  3.119
C  -5.211  0.358  3.282
C  -5.409  1.361  4.392
C  -2.100  2.174  1.842
Br  -1.824  2.533  3.748
C  -3.447  2.687  1.523
N  -4.484  3.086  1.259
O  -1.118  2.745  1.065
C  -1.269  4.085  0.568
C  -1.443  5.171  1.620
H  0.522  0.292  4.827
H  2.284  0.337  4.747
H  1.320  1.552  3.900
H  2.335  -0.473  2.489
H  1.004  -1.400  3.223
H  0.632  1.155  1.646
H  0.524  -0.469  0.943
H  -1.224  -0.971  2.470
H  -4.117  0.249  1.082
H  -3.194  -1.166  1.603
H  -5.723  -0.583  3.522
H  -5.617  0.742  2.340
H  -4.899  1.033  5.299
H  -6.475  1.463  4.603
H  -5.021  2.340  4.108
H  -0.333  4.281  0.047
H  -2.061  4.113  -0.186
H  -1.069  6.105  1.197
H  -0.836  4.931  2.494
H  -2.477  5.309  1.933
C  2.848  3.044  0.161
C  3.303  4.118  -0.811
O  2.996  5.318  -0.088
C  2.962  5.030  1.230
O  2.892  5.846  2.096
O  3.011  3.699  1.429
H  3.448  2.140  0.126
H  1.792  2.794  0.036
H  4.376  4.086  -0.999
H  2.763  4.115  -1.753
C  -7.613  2.679  0.363
C  -7.766  2.083  -1.024
O  -9.045  1.448  -0.943
C  -9.763  2.044  0.041
O  -10.916  1.852  0.249
O  -8.976  2.885  0.752
H  -7.073  3.619  0.391
H  -7.152  1.983  1.066
H  -7.802  2.847  -1.802
H  -7.011  1.343  -1.275
C  -3.706  -3.996  3.966
C  -2.858  -4.021  5.227
O  -1.527  -4.076  4.694
C  -1.544  -3.575  3.449
O  -0.577  -3.303  2.805
O  -2.811  -3.398  3.018
H  -4.603  -3.389  4.046
H  -3.961  -4.996  3.615
H  -2.956  -3.107  5.813
H  -3.028  -4.888  5.859
C  3.950  8.333  3.672
C  4.692  7.617  4.784
O  5.973  8.257  4.750
C  5.835  9.478  4.183
O  6.679  10.313  4.153
O  4.597  9.612  3.651
H  2.888  8.461  3.861
H  4.092  7.846  2.709
H  4.243  7.789  5.764
H  4.810  6.551  4.614
C  2.129  9.619  0.509
C  2.194  8.794  -0.764
O  0.906  8.169  -0.781
C  0.052  8.919  -0.043
O  -1.124  8.753  0.005
O  0.726  9.877  0.629
H  2.672  10.558  0.459
H  2.455  9.051  1.381
H  2.293  9.413  -1.657
H  2.967  8.031  -0.753
C  0.709  -3.109  -0.219
C  0.446  -4.030  -1.396
O  1.521  -3.681  -2.286
C  2.527  -3.142  -1.566
O  3.611  -2.902  -1.997
O  2.129  -2.912  -0.298
H  0.436  -3.533  0.742
H  0.217  -2.142  -0.340
H  0.537  -5.085  -1.144
H  -0.499  -3.868  -1.904
C  2.365  -4.548  -5.321
C  3.137  -5.761  -4.840
O  2.282  -6.278  -3.809
C  1.035  -5.823  -4.019
O  0.080  -6.170  -3.386
O  1.008  -4.920  -5.011
H  2.460  -4.360  -6.385
H  2.612  -3.650  -4.755
H  3.237  -6.522  -5.617
H  4.110  -5.519  -4.427
C  -1.658  -8.961  -4.131
C  -1.400  -9.609  -5.480
O  -0.561  -10.713  -5.129
C  -0.779  -11.026  -3.827
O  -0.357  -11.996  -3.287
O  -1.541  -10.078  -3.239
H  -2.648  -8.524  -4.033
H  -0.907  -8.218  -3.865
H  -2.310  -9.996  -5.941
H  -0.877  -8.967  -6.183
C  7.357  -7.223  -6.129
C  6.936  -7.462  -7.569
O  5.798  -6.600  -7.695
C  5.891  -5.624  -6.766
O  5.184  -4.667  -6.715
O  6.886  -5.890  -5.895
H  8.430  -7.258  -5.967
H  6.856  -7.896  -5.431
H  7.694  -7.140  -8.284
H  6.638  -8.484  -7.781


# 2
Formula: C37H60BeBrCaCl5N4O4S2
Source: OMol25
Level of theory: ωB97M-V/def2-TZVPD

* charge: +2
* frontier orbital gap: 0.024 hartree
* 2S+1: 1

Atoms and positions in Å:
C  4.480  -6.913  2.031
C  5.509  -7.042  0.811
C  4.855  -6.922  -0.653
C  3.582  -5.958  -0.754
C  3.974  -4.375  -0.878
C  2.733  -3.563  -0.255
C  2.327  -2.232  -1.100
C  1.186  -1.503  -0.195
N  0.693  -0.223  -0.794
C  1.519  0.959  -0.353
C  2.614  1.433  -1.419
C  3.706  2.331  -0.607
C  3.878  3.813  -1.213
C  4.049  4.948  -0.070
C  5.525  5.593  -0.035
C  5.546  7.199  -0.315
C  5.883  8.059  1.027
C  -0.637  0.013  -0.131
S  -0.880  -0.204  1.527
S  -2.076  0.529  -1.168
C  -3.479  -0.672  -0.981
C  -4.903  0.075  -0.778
C  -5.611  -0.420  0.586
C  -7.205  -0.197  0.548
C  -7.955  -0.713  -0.694
C  -9.527  -0.547  -0.828
N  -10.146  -1.095  -2.007
C  -11.384  -0.649  -2.213
C  -12.698  -1.199  -1.462
C  -11.590  0.497  -3.339
C  -10.237  0.195  0.335
C  -9.451  0.734  1.647
N  -10.242  1.401  2.666
C  -9.448  1.811  3.772
C  -7.922  1.570  3.846
N  -7.105  0.964  2.848
C  -7.933  0.555  1.755
H  3.816  -5.983  1.989
H  3.828  -7.848  2.192
H  5.103  -6.809  2.999
H  6.397  -6.334  0.958
H  5.955  -8.107  0.879
H  4.623  -7.984  -1.009
H  5.659  -6.478  -1.343
H  3.072  -6.204  -1.764
H  2.780  -6.138  0.041
H  4.920  -4.195  -0.244
H  4.197  -4.146  -1.970
H  1.796  -4.238  -0.251
H  2.987  -3.282  0.837
H  1.891  -2.489  -2.142
H  3.243  -1.554  -1.246
H  1.665  -1.363  0.842
H  0.327  -2.267  -0.104
H  2.065  0.759  0.634
H  0.805  1.838  -0.181
H  3.214  0.578  -1.891
H  2.180  2.044  -2.294
H  3.402  2.446  0.487
H  4.738  1.824  -0.672
H  2.954  4.172  -1.930
H  4.834  3.883  -1.851
H  3.864  4.498  0.981
H  3.282  5.791  -0.231
H  6.253  5.142  -0.780
H  5.956  5.448  1.079
H  6.372  7.482  -1.070
H  4.549  7.583  -0.729
H  4.902  8.215  1.588
H  6.313  9.091  0.782
H  6.580  7.483  1.737
H  -3.602  -1.374  -1.887
H  -3.316  -1.354  -0.068
H  -4.704  1.208  -0.706
H  -5.522  -0.117  -1.716
H  -5.127  0.183  1.433
H  -5.438  -1.545  0.767
H  -7.415  -1.224  -1.551
H  -12.436  -1.934  -0.618
H  -13.180  -0.289  -0.929
H  -13.482  -1.618  -2.183
H  -11.151  0.058  -4.312
H  -10.994  1.446  -3.118
H  -12.691  0.709  -3.549
H  -11.397  0.381  0.285
H  -9.986  2.333  4.639
H  -7.389  1.917  4.807
Be  2.269  -1.977  -3.826
C  -7.905  5.063  6.104
O  -7.793  3.681  6.419
H  -7.707  5.199  5.040
H  -8.915  5.413  6.331
H  -7.174  5.633  6.681
H  -7.972  3.589  7.364
C  6.221  6.318  5.022
Cl  5.214  5.744  3.673
Cl  7.893  5.766  4.793
Cl  6.185  8.093  5.071
Cl  5.587  5.670  6.549
Br  7.388  5.024  1.257
C  9.743  -4.769  -4.367
C  8.676  -4.462  -3.337
C  7.667  -5.563  -3.186
O  6.508  -4.859  -2.758
C  6.607  -3.611  -3.292
O  5.700  -2.832  -3.352
O  7.863  -3.367  -3.756
H  9.332  -4.735  -5.380
H  10.535  -4.017  -4.326
H  10.190  -5.750  -4.196
H  9.135  -4.203  -2.377
H  7.969  -6.306  -2.448
H  7.435  -6.071  -4.128
Cl  1.855  5.188  -2.179
Ca  -10.829  2.248  -0.171


# 3
Formula: C17H25N2O2
Source: OMol25
Level of theory: ωB97M-V/def2-TZVPD

* charge: +1
* energy above the lowest of the compared OMol25 structures with the same formula, charge and spin: 1549.4 kJ/mol
* frontier orbital gap: 0.287 hartree
* 2S+1: 1

Atoms and positions in Å:
C  0.388  1.140  -2.690
H  1.339  1.715  -2.514
H  -0.336  1.511  -1.761
H  -0.087  1.680  -3.604
C  0.646  -0.110  -2.988
C  1.593  -0.533  -4.164
H  2.614  -0.142  -3.941
H  1.014  0.062  -5.084
H  1.649  -1.475  -4.443
C  -0.776  -1.025  -3.101
H  -1.595  -0.859  -4.038
C  -1.615  -0.805  -1.922
H  -2.131  -1.419  -1.600
H  -2.056  0.094  -1.709
C  -0.361  -0.805  -0.840
H  -0.388  -1.882  -0.112
C  1.068  -1.086  -1.627
C  2.293  -0.831  -1.006
H  2.104  0.341  -0.627
H  3.034  -1.076  -1.666
H  2.338  -1.316  -0.191
C  0.767  -2.768  -2.223
H  1.637  -2.953  -2.628
H  0.630  -3.436  -1.335
C  -0.607  -2.368  -3.249
H  -0.104  -2.803  -4.086
H  -1.015  -3.127  -2.844
O  -0.401  0.263  0.054
C  -0.955  0.271  1.014
O  -1.806  -0.451  1.482
C  -0.939  1.751  1.765
N  -0.441  1.701  3.096
C  0.801  1.878  3.564
C  1.358  1.959  4.804
C  0.368  1.618  5.801
C  -1.162  1.195  5.516
C  -1.406  1.380  4.071
N  -2.522  0.623  3.823
H  -3.261  0.550  4.440
H  -2.816  0.308  2.729
H  -1.610  0.936  6.338
H  0.600  1.359  6.821
H  2.319  2.106  5.000
H  1.661  2.151  2.691
H  -1.827  2.304  1.600
H  -0.007  2.375  1.386


# 4
Formula: C32H52N5O3P3Pt
Source: OMol25
Level of theory: ωB97M-V/def2-TZVPD

* energy above the lowest of the compared OMol25 structures with the same formula, charge and spin: 62.6 kJ/mol
* frontier orbital gap (spin up / spin down): 0.257 / 0.192 hartree
* 2S+1: 3

Atoms and positions in Å:
Pt  0.174  0.146  -0.413
C  3.079  -0.793  -2.380
C  3.543  0.498  -1.708
C  5.046  0.408  -1.446
P  2.439  0.824  -0.259
C  2.618  2.646  0.040
C  1.489  3.164  0.923
C  3.954  3.130  0.602
C  3.004  -0.147  1.160
C  4.293  -0.022  1.693
C  4.772  -0.842  2.696
C  6.145  -0.646  3.289
C  3.920  -1.858  3.140
C  2.644  -2.015  2.645
C  2.121  -1.144  1.663
N  0.877  -1.266  1.121
C  -0.160  -2.081  1.527
C  -0.459  -2.422  2.855
C  -1.571  -3.194  3.161
C  -2.448  -3.644  2.177
C  -3.660  -4.479  2.512
C  -2.172  -3.281  0.862
C  -1.059  -2.518  0.525
P  -0.595  -2.075  -1.190
C  0.167  -3.693  -1.758
C  1.240  -3.519  -2.832
C  -0.874  -4.718  -2.208
C  -2.170  -1.924  -2.141
C  -3.131  -0.933  -1.479
C  -1.811  -1.456  -3.556
H  3.653  -0.976  -3.292
H  2.022  -0.747  -2.635
H  3.244  -1.632  -1.699
H  3.324  1.334  -2.377
H  5.276  -0.425  -0.781
H  5.479  1.314  -1.030
H  5.546  0.216  -2.399
H  2.482  3.054  -0.966
H  1.577  2.744  1.928
H  0.516  2.896  0.515
H  1.539  4.254  0.999
H  4.112  2.761  1.616
H  3.934  4.221  0.647
H  4.804  2.847  -0.013
H  4.956  0.740  1.301
H  6.797  -0.105  2.601
H  6.619  -1.601  3.521
H  6.098  -0.071  4.219
H  4.279  -2.554  3.892
H  2.036  -2.837  2.998
H  0.177  -2.047  3.648
H  -1.779  -3.432  4.199
H  -3.684  -4.726  3.573
H  -3.660  -5.416  1.951
H  -4.586  -3.952  2.270
H  -2.858  -3.600  0.081
H  0.635  -4.066  -0.846
H  0.841  -3.019  -3.719
H  1.615  -4.498  -3.140
H  2.078  -2.938  -2.465
H  -1.361  -4.408  -3.135
H  -1.640  -4.901  -1.453
H  -0.371  -5.667  -2.404
H  -2.649  -2.903  -2.190
H  -2.642  0.030  -1.315
H  -3.505  -1.312  -0.530
H  -3.984  -0.754  -2.138
H  -1.308  -0.487  -3.516
H  -2.719  -1.344  -4.154
H  -1.155  -2.161  -4.074
O  1.001  1.964  -2.713
N  -0.187  2.302  -2.592
O  -0.666  3.264  -3.172
O  -0.953  1.638  -1.777
C  -2.924  3.614  2.793
N  -3.574  3.068  1.603
C  -4.506  2.022  2.020
N  -3.887  0.964  2.822
C  -3.239  1.580  3.978
N  -2.260  2.606  3.622
C  -1.104  2.031  2.935
P  -1.550  1.192  1.327
C  -2.599  2.563  0.633
C  -2.944  0.171  2.036
H  -3.687  4.100  3.404
H  -2.193  4.365  2.489
H  -4.964  1.578  1.134
H  -5.290  2.484  2.623
H  -2.748  0.805  4.570
H  -4.013  2.049  4.587
H  -0.624  1.294  3.584
H  -0.381  2.820  2.744
H  -3.116  2.191  -0.253
H  -1.950  3.371  0.291
H  -2.515  -0.620  2.653
H  -3.478  -0.312  1.219


# 5
Formula: C2H6N2O2
Source: OMol25
Level of theory: ωB97M-V/def2-TZVPD

* energy above the lowest of the compared OMol25 structures with the same formula, charge and spin: 348.0 kJ/mol
* frontier orbital gap: 0.379 hartree
* 2S+1: 1

Atoms and positions in Å:
C  0.858  0.105  0.121
N  1.897  -0.884  -0.017
O  1.344  1.366  -0.204
O  -0.246  -0.269  -0.606
H  1.525  1.369  -1.153
H  2.677  -0.670  0.592
H  1.544  -1.811  0.183
C  -2.533  0.155  -0.048
N  -1.412  -0.148  0.422
H  0.421  0.213  1.170
H  -3.262  0.588  0.625
H  -2.812  -0.013  -1.086


# 6
Formula: C6H10FN2O
Source: OMol25
Level of theory: ωB97M-V/def2-TZVPD

* charge: +1
* energy above the lowest of the compared OMol25 structures with the same formula, charge and spin: 0.0 kJ/mol
* frontier orbital gap: 0.388 hartree
* 2S+1: 1

Atoms and positions in Å:
C  2.649  -0.726  0.130
C  0.749  -0.403  -1.397
C  -1.444  -0.552  -0.156
C  -0.559  2.049  1.104
C  -0.454  0.388  -0.845
C  0.030  1.506  0.056
N  1.531  -0.905  -0.294
N  -0.752  -1.333  0.907
O  3.643  -0.722  0.695
F  1.211  2.005  -0.352
H  0.402  -1.260  -1.980
H  1.352  0.234  -2.047
H  -2.277  0.006  0.272
H  -1.842  -1.253  -0.892
H  -1.514  1.734  1.479
H  -0.100  2.886  1.597
H  -0.967  0.846  -1.700
H  -1.198  -2.240  1.068
H  -0.724  -0.808  1.786
H  0.264  -1.453  0.569


# 7
Formula: C7H17FN2O3P
Source: OMol25
Level of theory: ωB97M-V/def2-TZVPD

* charge: +1
* frontier orbital gap: 0.291 hartree
* 2S+1: 1

Atoms and positions in Å:
C  3.798  3.006  -0.567
C  3.397  1.632  0.231
C  2.442  0.594  -0.604
F  1.695  -0.209  0.435
N  1.382  1.244  -1.465
P  -0.043  1.851  -0.517
O  -1.054  0.598  -0.425
O  -0.866  3.010  -1.572
O  0.387  2.504  1.039
H  2.967  3.825  -0.349
H  3.988  2.875  -1.715
H  4.800  3.444  -0.087
H  4.422  1.053  0.432
H  2.973  1.928  1.302
H  3.061  -0.202  -1.217
H  0.978  0.469  -2.073
H  1.745  1.963  -2.142
H  -0.567  3.904  -1.231
H  1.144  3.160  0.839
C  -2.306  -2.063  0.130
C  -3.336  -2.416  1.194
C  -3.331  -3.899  1.564
C  -3.710  -4.755  0.431
N  -4.001  -5.427  -0.470
H  -2.505  -2.584  -0.811
H  -2.329  -0.988  -0.075
H  -1.296  -2.324  0.461
H  -4.332  -2.117  0.846
H  -3.124  -1.828  2.096
H  -4.038  -4.062  2.386
H  -2.341  -4.188  1.934


# 8
Formula: C4H8Cl2Si
Source: OMol25
Level of theory: ωB97M-V/def2-TZVPD

* energy above the lowest of the compared OMol25 structures with the same formula, charge and spin: 225.9 kJ/mol
* frontier orbital gap: 0.317 hartree
* 2S+1: 1

Atoms and positions in Å:
C  0.396  -0.854  0.768
C  1.103  0.317  0.036
C  1.623  -0.099  -1.277
C  1.269  1.404  0.648
Si  -3.785  -0.278  0.483
Cl  -4.762  -1.680  -0.741
Cl  -4.982  1.414  0.143
H  0.578  -1.782  0.245
H  -0.542  -0.754  1.259
H  1.879  0.773  -1.880
H  2.615  -0.609  -1.160
H  0.800  -0.626  -1.785
H  0.902  1.634  1.594
H  1.809  2.208  0.052
H  1.095  -1.067  1.615